1.
C7H10OSi | wB97M-V/def2-TZVPD

Output
ΔE to the lowest compared entry with this formula, charge and spin = 3.471 eV
Total charge = 0
Highest occupied orbital energy (spin up / spin down) = -7.18 / -6.97 eV
Frontier orbital gap (spin up / spin down) = 6.91 / 6.69 eV
LUMO level (spin up / spin down) = -0.27 / -0.28 eV
DFT total energy = -637.29139 Ha
Maximum force = 4.50 eV Å⁻¹

Atoms and positions in Å:
C (-2.683, -0.457, -0.376)
C (-1.875, 0.408, -1.220)
C (-2.133, -0.751, 0.903)
C (-0.650, 0.893, -0.825)
C (-0.915, -0.247, 1.317)
C (-0.154, 0.580, 0.495)
C (1.206, 0.957, 0.759)
O (1.724, 2.153, 0.361)
Si (2.751, -1.426, -0.390)
H (-3.517, -0.968, -0.771)
H (-2.189, 0.539, -2.168)
H (-2.583, -1.616, 1.453)
H (0.075, 1.494, -1.490)
H (-0.423, -0.494, 2.276)
H (1.489, 0.856, 1.890)
H (1.217, 2.430, -0.368)
H (3.791, -0.407, -0.404)
H (2.142, -1.213, -1.668)
H (2.727, -2.731, 0.225)

2.
C29H81N8NaO11 | wB97M-V/def2-TZVPD

Output
ΔE to the lowest compared entry with this formula, charge and spin = 0.000 eV
Total charge = 0
Highest occupied orbital energy = -6.71 eV
Frontier orbital gap = 5.30 eV
LUMO level = -1.41 eV
DFT total energy = -2581.07067 Ha
Maximum force = 2.99 eV Å⁻¹

Atoms and positions in Å:
Na (0.510, -3.356, -1.538)
N (-1.019, 0.962, 1.409)
O (-1.967, 1.338, 0.764)
O (-0.187, 1.793, 1.791)
O (-0.819, -0.262, 1.521)
C (2.720, 0.961, -6.833)
C (1.775, 2.115, -7.162)
C (1.893, 3.175, -6.064)
O (1.418, 2.697, -4.782)
C (1.515, 3.735, -3.823)
N (2.220, 2.653, -8.400)
H (2.519, 0.599, -5.825)
H (3.719, 1.396, -6.866)
H (2.727, 0.189, -7.603)
H (0.753, 1.754, -7.275)
H (1.355, 4.056, -6.413)
H (2.879, 3.641, -6.045)
H (1.116, 4.695, -4.152)
H (2.554, 3.819, -3.503)
H (0.879, 3.585, -2.951)
H (1.651, 3.410, -8.752)
H (2.015, 1.985, -9.130)
C (-2.632, 9.288, 3.088)
C (-1.789, 8.636, 1.964)
C (-2.528, 7.480, 1.237)
O (-3.911, 7.724, 0.909)
C (-4.610, 6.776, 0.142)
N (-1.508, 9.730, 0.987)
H (-3.584, 9.750, 2.827)
H (-2.113, 10.175, 3.453)
H (-2.735, 8.546, 3.880)
H (-0.863, 8.194, 2.331)
H (-2.451, 6.523, 1.754)
H (-2.045, 7.120, 0.329)
H (-4.039, 6.515, -0.749)
H (-5.542, 7.305, -0.055)
H (-4.881, 5.942, 0.789)
H (-2.387, 9.970, 0.553)
H (-1.016, 9.379, 0.178)
C (-3.297, -0.328, -5.125)
C (-2.564, -1.529, -4.534)
C (-1.996, -2.626, -5.503)
O (-1.679, -3.839, -4.863)
C (-0.826, -4.736, -5.649)
N (-1.446, -1.036, -3.745)
H (-2.679, 0.139, -5.891)
H (-3.530, 0.402, -4.350)
H (-4.274, -0.605, -5.521)
H (-3.356, -2.070, -4.015)
H (-1.181, -2.184, -6.076)
H (-2.688, -2.802, -6.327)
H (-1.299, -4.946, -6.609)
H (-0.629, -5.539, -4.939)
H (0.144, -4.267, -5.811)
H (-1.927, -0.440, -3.086)
H (-1.015, -0.282, -4.260)
C (5.571, -0.850, 0.093)
C (5.415, -0.100, -1.201)
C (6.413, -0.558, -2.250)
O (7.765, -0.143, -1.777)
C (8.691, -0.515, -2.792)
N (4.020, -0.353, -1.590)
H (4.819, -0.438, 0.766)
H (6.592, -0.676, 0.431)
H (5.460, -1.926, -0.047)
H (5.593, 0.954, -0.989)
H (6.232, -0.002, -3.170)
H (6.371, -1.645, -2.322)
H (8.733, -1.586, -2.987)
H (9.623, 0.036, -2.665)
H (8.321, -0.078, -3.720)
H (3.351, 0.119, -0.999)
H (3.843, 0.171, -2.434)
C (1.312, -1.743, 7.596)
C (1.646, -0.277, 7.340)
C (2.382, 0.497, 8.513)
O (1.643, 0.479, 9.777)
C (2.464, 0.905, 10.801)
N (2.606, -0.248, 6.269)
H (2.119, -2.352, 8.003)
H (0.925, -2.092, 6.638)
H (0.591, -1.766, 8.413)
H (0.743, 0.281, 7.092)
H (2.480, 1.509, 8.120)
H (3.372, 0.083, 8.705)
H (1.874, 1.118, 11.692)
H (3.012, 1.795, 10.492)
H (3.148, 0.112, 11.102)
H (2.085, -0.404, 5.418)
H (2.924, 0.707, 6.181)
C (-10.694, -3.607, 0.918)
C (-9.624, -4.305, 1.718)
C (-8.370, -3.383, 2.038)
O (-7.931, -2.699, 0.845)
C (-6.548, -2.282, 0.939)
N (-10.220, -4.894, 2.913)
H (-11.593, -4.217, 0.831)
H (-10.495, -3.469, -0.145)
H (-11.098, -2.722, 1.410)
H (-9.333, -5.099, 1.030)
H (-7.545, -3.942, 2.480)
H (-8.650, -2.701, 2.840)
H (-6.388, -1.600, 0.103)
H (-5.839, -3.104, 1.037)
H (-6.421, -1.678, 1.837)
H (-10.545, -4.145, 3.509)
H (-11.041, -5.382, 2.584)
C (1.935, -6.941, 2.630)
C (2.028, -6.282, 1.217)
C (2.697, -7.049, 0.044)
O (2.784, -6.144, -1.032)
C (3.776, -6.412, -2.011)
N (0.657, -5.933, 0.899)
H (2.964, -6.935, 2.989)
H (1.593, -7.976, 2.636)
H (1.356, -6.370, 3.356)
H (2.613, -5.374, 1.361)
H (2.232, -8.000, -0.214)
H (3.736, -7.244, 0.312)
H (3.765, -5.754, -2.880)
H (3.686, -7.416, -2.425)
H (4.781, -6.174, -1.660)
H (0.290, -5.329, 1.620)
H (0.130, -6.786, 1.016)
C (3.847, 5.785, 2.419)
O (3.601, 4.592, 3.038)
H (4.017, 5.693, 1.346)
H (2.967, 6.417, 2.538)
H (4.657, 6.289, 2.946)
H (2.740, 4.250, 2.786)

3.
C41H53Si | wB97M-V/def2-TZVPD

Output
Total charge = -1
Highest occupied orbital energy = -1.19 eV
Frontier orbital gap = 3.06 eV
LUMO level = 1.87 eV
DFT total energy = -1883.51621 Ha
Maximum force = 1.72 eV Å⁻¹

Atoms and positions in Å:
C (5.861, -1.129, 2.341)
C (4.699, -0.170, 1.907)
C (4.702, 1.074, 2.838)
C (3.277, 1.569, 3.282)
C (2.801, 2.832, 2.546)
C (2.486, 2.673, 1.029)
C (1.926, 1.310, 0.566)
C (0.738, 1.411, -0.426)
C (-0.520, 2.183, 0.120)
Si (-1.401, 1.398, 1.596)
C (-2.776, 2.621, 2.097)
C (-0.347, 1.198, 3.148)
C (-2.192, -0.283, 1.254)
C (-3.158, -0.730, 2.153)
C (-3.777, -1.954, 2.034)
C (-3.444, -2.784, 0.975)
C (-2.501, -2.372, 0.067)
C (-1.889, -1.140, 0.205)
H (6.067, -1.782, 1.464)
H (5.443, -1.795, 3.130)
H (4.875, 0.197, 0.880)
H (3.726, -0.701, 1.911)
H (5.224, 0.782, 3.757)
H (5.215, 1.947, 2.410)
H (2.553, 0.747, 3.286)
H (3.389, 1.861, 4.342)
H (3.635, 3.550, 2.616)
H (1.962, 3.338, 3.053)
H (1.834, 3.513, 0.741)
H (3.429, 2.846, 0.490)
H (1.645, 0.622, 1.367)
H (2.732, 0.806, 0.017)
H (0.536, 0.406, -0.814)
H (1.118, 1.992, -1.287)
H (-1.240, 2.325, -0.703)
H (-0.215, 3.199, 0.415)
H (-2.278, 3.570, 2.352)
H (-3.246, 2.272, 3.025)
H (-3.492, 2.794, 1.288)
H (0.186, 2.110, 3.431)
H (-1.059, 0.989, 3.966)
H (0.315, 0.327, 3.111)
H (-3.413, -0.101, 3.008)
H (-4.505, -2.234, 2.793)
H (-3.938, -3.752, 0.901)
H (-2.210, -3.026, -0.754)
H (-1.151, -0.851, -0.541)
C (8.649, -0.131, 4.506)
C (8.150, -0.637, 5.698)
C (8.967, -1.385, 6.536)
C (10.291, -1.621, 6.187)
C (10.793, -1.112, 4.997)
C (9.971, -0.372, 4.156)
H (8.008, 0.444, 3.852)
H (7.119, -0.449, 5.971)
H (8.572, -1.784, 7.463)
H (10.931, -2.201, 6.843)
H (11.827, -1.295, 4.724)
H (10.362, 0.019, 3.224)
C (-2.038, 4.247, -5.607)
C (-1.606, 5.454, -5.078)
C (-0.728, 5.467, -4.003)
C (-0.276, 4.271, -3.461)
C (-0.708, 3.060, -3.992)
C (-1.590, 3.050, -5.063)
H (-2.725, 4.237, -6.445)
H (-1.953, 6.387, -5.505)
H (-0.394, 6.409, -3.587)
H (0.413, 4.279, -2.625)
H (-0.353, 2.128, -3.570)
H (-1.930, 2.108, -5.475)
C (-2.470, -6.003, -4.778)
C (-2.051, -6.088, -3.457)
C (-2.671, -5.318, -2.482)
C (-3.717, -4.471, -2.826)
C (-4.137, -4.390, -4.145)
C (-3.512, -5.152, -5.123)
H (-1.984, -6.601, -5.540)
H (-1.240, -6.752, -3.187)
H (-2.339, -5.379, -1.452)
H (-4.203, -3.874, -2.064)
H (-4.953, -3.729, -4.411)
H (-3.837, -5.084, -6.154)
C (-8.732, -0.934, -4.537)
C (-8.306, 0.260, -3.970)
C (-7.434, 0.245, -2.890)
C (-6.979, -0.964, -2.382)
C (-7.401, -2.158, -2.952)
C (-8.281, -2.144, -4.026)
H (-9.414, -0.922, -5.377)
H (-8.656, 1.204, -4.370)
H (-7.107, 1.176, -2.444)
H (-6.294, -0.976, -1.543)
H (-7.044, -3.101, -2.556)
H (-8.613, -3.075, -4.466)